C24H53BF3GaNO17Si | ωB97M-V with the def2-TZVPD basis set

As for the charge: -1. Its HOMO-LUMO gap is 6.03 eV.

Cartesian coordinates (Å):
C (4.551, -3.576, 1.409)
N (3.309, -4.310, 1.162)
C (3.154, -4.509, -0.291)
B (2.135, -3.663, 1.738)
O (0.910, -4.360, 1.539)
Ga (2.110, -1.837, 2.799)
C (0.248, -1.421, 3.575)
C (-0.675, -0.787, 2.556)
O (-1.762, -1.675, 2.191)
C (-2.111, -1.447, 0.856)
C (-3.458, -2.033, 0.529)
F (-3.626, -3.309, 0.941)
F (-4.475, -1.272, 0.992)
F (-3.568, -2.026, -0.843)
Si (2.976, 0.046, 1.597)
C (2.159, 1.651, 2.246)
C (2.682, 0.024, -0.296)
C (4.862, 0.292, 1.870)
H (4.669, -2.741, 0.713)
H (4.631, -3.248, 2.439)
H (5.393, -4.252, 1.226)
H (2.770, -3.607, -0.776)
H (4.110, -4.778, -0.734)
H (2.472, -5.338, -0.459)
H (0.485, -4.036, 0.739)
H (3.081, -2.035, 4.096)
H (-0.216, -2.286, 4.041)
H (0.416, -0.686, 4.362)
H (-0.143, -0.519, 1.638)
H (-1.149, 0.119, 2.949)
H (-1.338, -1.887, 0.224)
H (-2.204, -0.368, 0.723)
H (2.730, 2.534, 1.957)
H (2.033, 1.625, 3.323)
H (1.177, 1.748, 1.780)
H (1.824, 0.660, -0.517)
H (2.506, -0.968, -0.705)
H (3.528, 0.455, -0.836)
H (5.068, 1.149, 2.503)
H (5.253, -0.618, 2.320)
H (5.376, 0.392, 0.914)
C (4.818, 7.067, 1.454)
O (3.685, 6.215, 1.606)
C (2.533, 6.756, 1.217)
O (2.392, 7.864, 0.767)
O (1.571, 5.862, 1.409)
C (0.267, 6.303, 1.033)
H (5.676, 6.503, 1.806)
H (4.964, 7.331, 0.408)
H (4.706, 7.968, 2.055)
H (0.233, 6.537, -0.030)
H (-0.030, 7.171, 1.620)
H (-0.414, 5.483, 1.240)
C (3.923, -10.082, 5.483)
O (3.909, -8.662, 5.569)
C (3.276, -8.061, 4.546)
O (2.758, -8.640, 3.626)
O (3.331, -6.759, 4.736)
C (2.691, -5.961, 3.710)
H (4.458, -10.439, 6.360)
H (2.910, -10.480, 5.493)
H (4.443, -10.411, 4.585)
H (1.629, -6.191, 3.655)
H (3.167, -6.129, 2.754)
H (2.817, -4.921, 3.999)
C (-3.696, 6.122, -1.847)
O (-3.376, 5.257, -0.759)
C (-3.811, 4.002, -0.883)
O (-4.430, 3.548, -1.812)
O (-3.434, 3.337, 0.199)
C (-3.810, 1.956, 0.217)
H (-3.273, 7.092, -1.602)
H (-3.253, 5.760, -2.773)
H (-4.774, 6.222, -1.956)
H (-3.355, 1.428, -0.618)
H (-4.893, 1.846, 0.185)
H (-3.447, 1.535, 1.149)
C (1.806, -2.220, -4.030)
O (1.019, -2.861, -3.027)
C (-0.238, -3.113, -3.385)
O (-0.738, -2.854, -4.448)
O (-0.843, -3.693, -2.354)
C (-2.220, -4.022, -2.557)
H (2.794, -2.079, -3.599)
H (1.882, -2.845, -4.918)
H (1.384, -1.250, -4.288)
H (-2.338, -4.741, -3.366)
H (-2.804, -3.130, -2.754)
H (-2.559, -4.472, -1.629)
C (-7.635, 6.843, -8.088)
O (-6.835, 6.795, -6.908)
C (-6.933, 5.649, -6.228)
O (-7.619, 4.711, -6.537)
O (-6.147, 5.732, -5.163)
C (-6.144, 4.564, -4.327)
H (-7.462, 7.817, -8.537)
H (-7.337, 6.064, -8.787)
H (-8.690, 6.740, -7.842)
H (-5.785, 3.698, -4.878)
H (-7.140, 4.372, -3.933)
H (-5.469, 4.761, -3.507)

---

C24H53GeN3O11PTeTi | ωB97M-V with the def2-TZVPD basis set

As for the multiplicity: 4. Its expectation value of S² is 3.766. The relative energy (zero: lowest compared OMol25 entry of this formula, charge and spin) is 19.63 kcal/mol. Its HOMO-LUMO gap (spin up / spin down) is 5.54 / 6.86 eV.

Cartesian coordinates (Å):
Ti (0.368, -0.256, 0.055)
C (0.052, -2.118, 5.290)
N (-0.440, -1.936, 3.932)
C (-1.884, -1.768, 3.789)
C (0.324, -1.428, 2.951)
O (-0.211, -1.020, 1.903)
C (1.838, -1.375, 3.050)
O (2.446, -1.901, 1.896)
C (2.279, -3.271, 1.678)
C (1.264, -3.527, 0.570)
O (0.657, -2.617, 0.017)
N (1.062, -4.806, 0.193)
C (0.199, -5.011, -0.965)
C (1.895, -5.905, 0.644)
H (-0.655, -2.751, 5.823)
H (0.134, -1.162, 5.812)
H (1.017, -2.615, 5.296)
H (-2.383, -2.458, 4.466)
H (-2.169, -1.982, 2.764)
H (-2.173, -0.740, 4.023)
H (2.224, -1.863, 3.946)
H (2.104, -0.317, 3.058)
H (1.983, -3.806, 2.589)
H (3.243, -3.677, 1.356)
H (-0.782, -4.577, -0.777)
H (0.096, -6.078, -1.143)
H (0.614, -4.527, -1.852)
H (2.821, -5.982, 0.067)
H (1.340, -6.834, 0.531)
H (2.144, -5.801, 1.698)
C (3.710, -1.283, -0.895)
C (2.951, -0.577, -2.012)
C (3.222, -1.291, -3.334)
C (3.389, 0.880, -2.101)
O (1.546, -0.677, -1.718)
Ge (0.220, -0.160, -3.029)
O (0.253, 1.504, -2.241)
C (0.118, 2.817, -2.762)
C (0.367, 2.835, -4.268)
C (1.141, 3.696, -2.041)
C (-1.285, 3.338, -2.458)
O (-0.893, -0.778, -1.553)
C (-2.296, -1.017, -1.641)
C (-3.009, 0.233, -2.135)
C (-2.782, -1.382, -0.238)
C (-2.525, -2.190, -2.593)
H (4.783, -1.269, -1.092)
H (3.518, -0.784, 0.051)
H (3.383, -2.325, -0.835)
H (4.297, -1.318, -3.521)
H (2.847, -2.316, -3.301)
H (2.749, -0.780, -4.175)
H (4.470, 0.935, -2.248)
H (2.907, 1.364, -2.952)
H (3.115, 1.414, -1.192)
H (1.353, 2.428, -4.500)
H (-0.384, 2.246, -4.801)
H (0.326, 3.859, -4.645)
H (2.157, 3.462, -2.361)
H (0.956, 4.753, -2.242)
H (1.079, 3.518, -0.968)
H (-2.040, 2.755, -2.990)
H (-1.470, 3.271, -1.385)
H (-1.383, 4.381, -2.766)
H (-2.738, 1.076, -1.501)
H (-2.715, 0.467, -3.161)
H (-4.092, 0.094, -2.117)
H (-2.604, -0.551, 0.447)
H (-3.849, -1.614, -0.242)
H (-2.235, -2.257, 0.122)
H (-2.186, -1.943, -3.600)
H (-1.964, -3.058, -2.244)
H (-3.584, -2.451, -2.640)
O (2.209, 2.945, 1.331)
N (1.585, 1.913, 1.633)
O (1.807, 0.811, 0.799)
C (-4.844, 1.840, 1.770)
C (-3.577, 2.512, 1.297)
O (-2.530, 2.219, 2.239)
P (-0.995, 2.239, 1.730)
O (-0.918, 1.288, 0.566)
Te (0.139, 1.897, 3.830)
O (-0.786, 3.684, 1.123)
C (-0.379, 4.853, 1.860)
C (0.245, 5.825, 0.890)
H (-5.669, 2.066, 1.093)
H (-5.110, 2.183, 2.769)
H (-4.708, 0.758, 1.798)
H (-3.694, 3.597, 1.244)
H (-3.283, 2.147, 0.311)
H (0.338, 4.551, 2.623)
H (-1.265, 5.270, 2.346)
H (1.138, 5.381, 0.456)
H (0.524, 6.739, 1.417)
H (-0.454, 6.083, 0.093)

---

C24H53N3O7 | ωB97M-V with the def2-TZVPD basis set

The SMILES is CCCCCCCCCCCO[C@@](CN)(CON=O)OC#N.CC(C)O.CC(C)O.CC(C)O. Its HOMO-LUMO gap is 9.59 eV.

Cartesian coordinates (Å):
C (3.109, 2.432, 0.371)
C (3.965, 2.032, 1.668)
C (4.136, 0.444, 1.902)
C (3.243, -0.479, 0.942)
C (1.670, -0.450, 1.301)
C (0.993, -1.909, 1.154)
C (0.115, -2.029, -0.199)
C (-1.490, -1.969, 0.101)
C (-2.167, -1.054, -1.063)
C (-3.692, -0.730, -0.577)
C (-4.010, 0.839, -0.493)
O (-4.455, 1.326, 0.788)
C (-3.510, 1.186, 1.836)
C (-1.982, 1.474, 1.479)
N (-1.774, 2.787, 0.765)
C (-3.925, 2.311, 2.944)
O (-3.632, 1.896, 4.302)
N (-2.613, 2.620, 4.848)
O (-1.876, 1.813, 5.353)
O (-3.575, -0.089, 2.563)
C (-4.934, -0.475, 2.733)
N (-6.027, -0.913, 2.540)
H (3.404, 1.874, -0.575)
H (3.270, 3.553, 0.158)
H (1.988, 2.328, 0.617)
H (5.020, 2.468, 1.511)
H (3.579, 2.489, 2.640)
H (5.244, 0.177, 1.739)
H (3.920, 0.253, 3.016)
H (3.366, -0.248, -0.173)
H (3.603, -1.554, 1.088)
H (1.152, 0.229, 0.529)
H (1.455, 0.032, 2.327)
H (0.315, -2.134, 2.047)
H (1.778, -2.752, 1.109)
H (0.349, -1.219, -0.964)
H (0.291, -3.068, -0.659)
H (-1.640, -1.484, 1.125)
H (-1.958, -3.014, 0.114)
H (-2.153, -1.564, -2.079)
H (-1.564, -0.085, -1.071)
H (-3.917, -1.325, 0.364)
H (-4.356, -1.191, -1.402)
H (-3.155, 1.456, -0.965)
H (-4.896, 1.014, -1.213)
H (-1.435, 1.608, 2.489)
H (-1.436, 0.622, 0.952)
H (-1.200, 3.407, 1.352)
H (-1.356, 2.629, -0.158)
H (-5.025, 2.587, 2.766)
H (-3.334, 3.286, 2.763)
C (2.396, -6.980, -2.403)
C (1.562, -6.026, -1.563)
C (0.074, -6.274, -1.758)
O (1.869, -4.682, -1.925)
H (2.187, -6.845, -3.470)
H (3.462, -6.783, -2.262)
H (2.195, -8.021, -2.137)
H (1.819, -6.145, -0.507)
H (-0.215, -6.115, -2.802)
H (-0.514, -5.574, -1.157)
H (-0.197, -7.293, -1.472)
H (1.645, -4.565, -2.859)
C (-0.657, -1.814, -6.126)
C (-0.139, -1.893, -4.699)
C (0.872, -0.793, -4.415)
O (0.470, -3.164, -4.484)
H (0.160, -1.939, -6.845)
H (-1.373, -2.617, -6.319)
H (-1.146, -0.856, -6.317)
H (-0.976, -1.812, -4.000)
H (1.741, -0.883, -5.074)
H (1.243, -0.869, -3.389)
H (0.429, 0.196, -4.554)
H (1.212, -3.247, -5.098)
C (0.334, 6.598, 3.545)
C (1.094, 5.581, 2.710)
C (2.206, 6.242, 1.910)
O (0.191, 4.929, 1.817)
H (-0.138, 7.353, 2.907)
H (-0.469, 6.112, 4.105)
H (0.996, 7.104, 4.252)
H (1.518, 4.813, 3.362)
H (1.799, 6.984, 1.216)
H (2.737, 5.501, 1.306)
H (2.925, 6.736, 2.568)
H (-0.190, 5.600, 1.235)

---

C24H54CrGe2O6 | ωB97M-V with the def2-TZVPD basis set

As for the multiplicity: 2. Its expectation value of S² is 0.887. As for the charge: +3. Its HOMO-LUMO gap (spin up / spin down) is 5.32 / 4.53 eV.

Cartesian coordinates (Å):
Cr (0.250, -1.217, -0.092)
C (1.375, -1.784, -3.937)
C (1.941, -1.750, -2.514)
C (3.132, -0.782, -2.459)
C (2.345, -3.170, -2.086)
O (0.969, -1.297, -1.557)
Ge (1.477, 1.539, -0.022)
O (-1.401, 1.865, -1.130)
C (-1.880, 3.092, -1.740)
C (-0.745, 4.112, -1.717)
C (-2.265, 2.818, -3.202)
C (-3.111, 3.587, -0.990)
O (1.891, -0.231, 0.707)
C (2.835, -0.608, 1.769)
C (3.273, -2.053, 1.523)
C (2.181, -0.484, 3.136)
C (4.014, 0.354, 1.636)
H (2.179, -2.095, -4.601)
H (1.032, -0.801, -4.258)
H (0.570, -2.512, -4.026)
H (3.921, -1.173, -3.098)
H (3.520, -0.701, -1.444)
H (2.848, 0.204, -2.827)
H (3.067, -3.575, -2.792)
H (1.469, -3.823, -2.075)
H (2.792, -3.153, -1.091)
H (0.178, 3.666, -2.095)
H (-0.580, 4.478, -0.703)
H (-0.984, 4.964, -2.349)
H (-1.408, 2.436, -3.758)
H (-2.596, 3.745, -3.664)
H (-3.093, 2.110, -3.245)
H (-2.871, 3.802, 0.055)
H (-3.896, 2.822, -1.013)
H (-3.508, 4.489, -1.450)
H (2.400, -2.681, 1.318)
H (3.772, -2.449, 2.406)
H (3.968, -2.115, 0.684)
H (1.422, -1.252, 3.264)
H (1.715, 0.492, 3.243)
H (2.929, -0.608, 3.917)
H (4.454, 0.313, 0.638)
H (4.782, 0.080, 2.357)
H (3.697, 1.380, 1.853)
C (-0.452, -2.725, 3.597)
C (-1.027, -2.711, 2.177)
C (-2.503, -2.290, 2.227)
C (-0.856, -4.099, 1.539)
O (-0.338, -1.782, 1.324)
Ge (-1.959, 0.818, 0.199)
O (0.594, 2.080, 1.427)
C (0.571, 3.295, 2.222)
C (-0.873, 3.780, 2.314)
C (1.077, 2.986, 3.639)
C (1.486, 4.336, 1.587)
O (-1.670, -0.848, -0.789)
C (-2.422, -1.407, -1.922)
C (-2.253, -2.928, -1.899)
C (-1.909, -0.842, -3.237)
C (-3.879, -1.013, -1.687)
H (-1.050, -3.418, 4.186)
H (-0.511, -1.743, 4.066)
H (0.577, -3.085, 3.605)
H (-3.057, -3.046, 2.780)
H (-2.921, -2.222, 1.223)
H (-2.616, -1.335, 2.741)
H (-1.341, -4.851, 2.157)
H (0.205, -4.348, 1.460)
H (-1.303, -4.115, 0.543)
H (-1.535, 2.957, 2.597)
H (-1.199, 4.194, 1.360)
H (-0.967, 4.556, 3.070)
H (0.456, 2.223, 4.109)
H (1.033, 3.892, 4.240)
H (2.118, 2.660, 3.603)
H (1.149, 4.588, 0.578)
H (2.508, 3.945, 1.522)
H (1.511, 5.245, 2.184)
H (-1.197, -3.187, -1.760)
H (-2.582, -3.356, -2.844)
H (-2.842, -3.376, -1.098)
H (-0.914, -1.224, -3.451)
H (-1.865, 0.243, -3.188)
H (-2.571, -1.135, -4.049)
H (-4.238, -1.366, -0.719)
H (-4.499, -1.458, -2.462)
H (-3.995, 0.075, -1.745)

---

C24H54FN3Pb | ωB97M-V with the def2-TZVPD basis set

As for the multiplicity: 2. Its expectation value of S² is 0.752. As for the charge: +3. Its HOMO-LUMO gap (spin up / spin down) is 5.75 / 9.68 eV.

Cartesian coordinates (Å):
Pb (-0.810, -4.115, -1.617)
F (-0.339, -1.747, -0.621)
C (-2.202, -1.513, 4.334)
C (-2.444, -0.276, 3.383)
C (-2.975, -0.800, 2.056)
N (-3.520, 0.230, 1.034)
C (-2.336, 1.033, 0.430)
C (-4.648, 1.119, 1.610)
C (-5.434, 1.576, 0.326)
C (-5.065, 0.663, -0.780)
C (-4.305, -0.548, -0.146)
H (-1.446, -2.217, 3.987)
H (-3.038, -2.032, 4.803)
H (-1.715, -1.008, 5.168)
H (-1.530, 0.263, 3.135)
H (-3.251, 0.302, 3.834)
H (-3.793, -1.504, 2.214)
H (-2.227, -1.411, 1.551)
H (-1.892, 1.592, 1.254)
H (-2.612, 1.840, -0.250)
H (-1.621, 0.395, -0.089)
H (-4.096, 1.868, 2.179)
H (-5.161, 0.460, 2.311)
H (-5.323, 2.640, 0.112)
H (-6.499, 1.579, 0.561)
H (-4.534, 1.154, -1.594)
H (-5.976, 0.303, -1.259)
H (-3.562, -1.123, -0.699)
H (-4.940, -1.306, 0.313)
C (1.883, -3.113, 4.960)
C (2.082, -1.867, 4.064)
C (2.791, -2.259, 2.731)
N (2.800, -1.208, 1.565)
C (1.452, -0.418, 1.500)
C (3.328, -1.684, 0.254)
C (4.854, -1.760, 0.409)
C (5.262, -0.759, 1.495)
C (3.921, -0.206, 1.914)
H (2.802, -3.561, 5.337)
H (1.217, -3.885, 4.575)
H (1.478, -2.565, 5.811)
H (2.709, -1.161, 4.609)
H (1.163, -1.282, 4.037)
H (2.111, -2.980, 2.279)
H (3.717, -2.821, 2.854)
H (1.479, 0.103, 2.457)
H (0.685, -1.188, 1.583)
H (1.327, 0.281, 0.673)
H (2.868, -1.065, -0.517)
H (2.802, -2.624, 0.084)
H (5.449, -1.721, -0.504)
H (5.133, -2.770, 0.711)
H (5.812, 0.018, 0.964)
H (5.887, -1.182, 2.280)
H (3.778, 0.804, 1.530)
H (3.883, 0.008, 2.982)
C (-1.600, 4.077, -3.551)
C (-0.920, 2.798, -3.004)
C (-0.357, 1.976, -4.205)
N (0.586, 0.727, -3.757)
C (-0.379, -0.520, -3.861)
C (1.460, 0.708, -2.493)
C (2.761, 1.473, -2.758)
C (2.742, 1.660, -4.258)
C (1.738, 0.641, -4.789)
H (-2.201, 4.497, -2.745)
H (-2.264, 4.017, -4.413)
H (-0.908, 4.857, -3.869)
H (-1.604, 2.205, -2.397)
H (-0.139, 3.144, -2.326)
H (0.224, 2.615, -4.870)
H (-1.243, 1.603, -4.719)
H (0.112, -1.487, -3.747)
H (-0.729, -0.507, -4.893)
H (-1.097, -0.346, -3.060)
H (1.710, -0.321, -2.235)
H (0.765, 1.308, -1.905)
H (3.639, 0.955, -2.372)
H (2.727, 2.436, -2.250)
H (3.724, 1.675, -4.730)
H (2.361, 2.670, -4.408)
H (2.114, -0.382, -4.791)
H (1.400, 0.967, -5.772)